1.
104
Properties=species:S:1:pos:R:3:forces:R:3:mulliken_charge:R:1 method="wB97M-V/def2-TZVPD" orbital_gap_ev=4.5139 homo_energy_ev=-2.698 energy_ha=-2194.28448 e_lumo_ev=1.816 total_charge=-1
Ba 0.682407 -2.027129 -0.371809 -2.03 -0.16 0.42 1.81
C -2.612388 2.069745 2.853208 0.56 0.58 0.54 -1.44
C -2.333207 3.146775 1.799625 -0.03 -0.12 -0.72 0.85
C -3.167355 3.117083 0.620718 1.61 1.22 0.56 0.12
C -4.140464 2.002198 0.445529 -0.11 -0.45 -0.13 -1.92
C -2.929443 4.094664 -0.345415 -0.18 0.23 -1.56 0.67
C -3.570524 3.978654 -1.793266 0.65 0.31 1.28 -1.75
C -2.035928 5.185151 -0.109627 -1.14 0.35 0.86 1.32
C -2.213689 6.427743 -0.954182 0.63 -0.90 -1.00 -2.06
C -1.175977 5.197407 0.983874 -0.44 -1.82 0.60 0.60
C -0.169833 6.303912 1.303543 -2.00 0.71 -2.86 -2.06
C -1.255329 4.068429 1.897497 -0.30 0.93 -0.65 1.43
C -0.073970 3.952760 2.894426 -2.84 -1.64 1.15 -1.88
H -3.630634 1.615944 2.822399 1.05 0.44 -0.14 0.36
H -2.483882 2.548341 3.833339 -0.19 -0.15 0.03 0.40
H -1.843991 1.286228 2.828115 -0.30 -0.07 -0.29 -0.10
H -3.563701 1.076906 0.159235 -0.85 0.53 0.71 0.24
H -4.871783 2.200661 -0.322386 0.09 0.09 -0.55 0.42
H -4.788935 1.939341 1.336725 0.60 -0.61 -0.21 0.47
H -2.945973 3.396199 -2.479314 0.08 -0.10 0.32 0.26
H -3.754365 4.923223 -2.302611 0.15 0.09 0.25 0.41
H -4.522696 3.500868 -1.725728 -0.59 -0.45 -0.06 0.37
H -1.468861 6.310040 -1.745114 -0.21 0.35 -0.58 0.36
H -1.945460 7.350026 -0.477142 -0.03 0.38 0.63 0.39
H -3.218133 6.504653 -1.404768 0.62 0.07 0.34 0.36
H -0.734581 7.228120 1.513977 0.26 -0.19 0.12 0.36
H 0.473137 6.553486 0.419854 -0.26 -0.37 0.83 0.29
H 0.355183 6.008403 2.139395 1.42 -0.07 1.50 0.51
H -0.198551 4.662880 3.794082 0.46 -1.19 -1.27 0.30
H 0.804665 4.126186 2.314415 0.83 0.06 0.12 0.64
H -0.137610 2.848521 3.202819 0.64 1.69 0.08 0.03
O -0.414679 -4.289844 -0.460842 -0.69 -0.42 0.16 -0.73
C -1.482249 -5.041991 -0.436918 -0.27 0.70 -1.08 0.25
C -1.654953 -5.958289 0.647120 1.16 0.49 0.41 -0.33
C -2.650842 -6.912479 0.706624 -1.14 0.55 -0.63 -0.43
C -3.635935 -6.871234 -0.325689 0.80 -0.34 0.40 -0.59
C -3.579752 -5.915952 -1.332165 1.04 -0.69 0.95 -0.88
C -2.567590 -4.976358 -1.462231 1.26 -1.09 3.40 1.13
C -2.842070 -3.987430 -2.421796 -0.55 2.89 -0.49 -0.89
N -2.134184 -2.893723 -2.508386 1.68 -3.41 1.32 0.47
N -2.124150 -2.094795 -3.527544 -0.64 3.51 -1.71 -0.76
C -1.226555 -1.069691 -3.363771 -1.75 -2.24 1.14 -0.46
O -0.351143 -1.054329 -2.448285 0.39 1.05 -0.90 -0.44
C -1.456668 0.120684 -4.215899 -1.06 1.49 -2.36 0.28
C -2.569736 0.312136 -5.093266 -1.77 -0.35 -0.18 -0.02
C -2.870677 1.529721 -5.787660 0.61 -1.11 0.55 -0.78
C -1.903493 2.520671 -5.717817 0.62 1.40 -1.39 0.04
C -0.698475 2.335446 -5.003343 -1.90 0.15 -0.38 -1.12
C -0.575633 1.209982 -4.204689 0.62 -0.37 1.03 0.49
H -0.877093 -5.784663 1.437970 -0.83 -0.59 -0.67 0.18
H -2.771395 -7.603147 1.565410 0.23 0.45 -0.69 0.31
H -4.380598 -7.636153 -0.381505 -0.50 -0.32 0.15 0.36
H -4.262369 -5.864610 -2.138458 -1.16 -0.42 -0.41 0.35
H -3.919713 -4.112916 -2.750292 1.22 0.42 -1.10 0.05
H -3.374822 -0.459880 -5.207970 1.20 0.44 0.45 0.31
H -3.810024 1.659863 -6.399858 1.21 -0.31 0.88 0.32
H -2.008663 3.480178 -6.334621 0.04 -1.41 1.00 0.23
H -0.009397 3.161679 -5.087557 0.42 -0.16 0.54 0.35
H 0.154848 1.136238 -3.404618 0.53 0.11 -0.37 0.27
F -1.147993 -0.559587 0.656707 0.61 -0.14 0.43 -1.09
C -0.873830 -0.628724 5.518636 2.47 -1.09 -0.61 -0.61
C -1.364451 -1.164390 4.183378 1.11 -1.44 0.79 -0.82
N -0.358655 -1.108673 3.181735 1.59 0.74 -1.94 0.23
C 0.975063 -1.455499 3.371899 -1.69 0.73 2.10 -0.01
N 1.779609 -1.570103 2.400228 0.44 -0.87 -2.73 -0.01
C 3.152958 -2.026096 2.517682 -0.02 2.25 0.03 -0.22
C 3.739385 -1.350536 3.812801 -0.32 -2.39 -0.76 -0.73
C 2.855576 -1.867150 4.951162 -1.36 1.58 1.37 -0.72
N 1.385206 -1.580607 4.693345 1.12 0.66 -0.01 0.31
C 0.475957 -1.471532 5.844223 -0.01 -0.02 0.15 -0.76
H -1.611523 -0.868958 6.230910 -0.75 -0.13 1.23 0.43
H -0.639240 0.445905 5.546877 -0.07 -0.34 -0.21 0.25
H -2.252164 -0.717544 3.798179 -0.65 0.38 -0.12 0.48
H -1.543793 -2.243936 4.379672 -0.60 0.37 0.00 0.34
H -0.661439 -0.799145 2.190797 0.34 -0.58 0.61 0.09
H 3.702540 -1.592283 1.650267 -0.21 -0.24 0.32 -0.10
H 3.264306 -3.121800 2.375920 -0.03 0.37 0.83 0.21
H 3.786969 -0.260783 3.720732 -0.43 -0.26 0.01 0.29
H 4.753608 -1.717526 3.932752 0.30 0.02 0.37 0.40
H 3.163726 -1.342238 5.916052 -0.64 -0.51 -1.02 0.34
H 2.901948 -2.933468 5.176854 0.62 -0.14 -0.39 0.32
H 1.025503 -1.013273 6.700613 -0.29 0.02 -0.68 0.34
H 0.362302 -2.541094 6.160704 -0.97 0.81 0.08 0.30
C 6.110414 -2.192767 -2.452509 -0.70 -1.32 0.56 -0.99
N 4.778043 -2.200138 -1.717698 0.59 -0.34 -0.25 0.20
C 4.308447 -3.509966 -1.207085 0.62 0.85 1.75 -0.77
C 3.824279 -1.312827 -2.154006 -2.47 1.16 -0.80 0.60
N 2.529783 -1.564754 -2.304265 3.52 -1.39 -0.03 -0.75
N 4.320829 -0.036764 -2.427074 1.27 0.17 0.03 0.40
C 5.199533 0.661796 -1.495280 -0.73 0.56 0.93 -1.10
C 3.838893 0.683348 -3.574954 -1.30 1.54 0.04 -1.17
H 6.153369 -2.800332 -3.413772 -0.53 0.54 1.12 0.26
H 6.817108 -2.640730 -1.741889 -0.03 0.04 -0.30 0.36
H 6.471767 -1.204268 -2.689616 -0.30 0.28 0.10 0.33
H 4.115096 -4.185809 -2.014661 -0.78 -0.39 -0.43 0.36
H 3.431049 -3.345169 -0.471403 1.41 -0.46 -1.53 0.10
H 5.143328 -3.992852 -0.618162 -0.77 0.71 -0.44 0.27
H 2.034186 -0.856893 -2.820281 -0.31 0.68 0.35 -0.05
H 6.199220 0.787499 -1.843841 1.00 -0.03 -0.71 0.37
H 5.312789 0.123498 -0.532093 -0.46 0.21 -0.59 0.30
H 4.873842 1.726973 -1.269803 -0.19 -1.28 -0.26 0.36
H 2.953366 1.377310 -3.283439 0.70 -1.47 -0.75 0.30
H 3.645895 -0.026532 -4.415722 -0.29 0.77 0.72 0.34
H 4.537096 1.461864 -3.937888 0.33 -0.75 0.26 0.34



2.
70
Properties=species:S:1:pos:R:3:forces:R:3:nbo_charge:R:1 method="wB97M-V/def2-TZVPD" orbital_gap_ev=9.2489 homo_energy_ev=-12.587 energy_ha=-5602.64909 e_lumo_ev=-3.338 total_charge=+1
C 1.215063 2.440462 4.433622 0.37 -0.14 0.19 -0.64
C 1.969238 1.134699 4.178414 -0.16 0.90 0.04 -0.22
Br 2.055382 -0.009989 5.764066 -0.05 -0.12 0.08 -0.04
C 1.458506 0.397167 2.986339 -0.17 -0.28 -0.49 -0.26
N 0.022016 0.024414 3.095111 0.64 -0.51 0.03 -0.69
C -0.222155 -1.145264 3.805022 0.45 -0.06 0.03 0.77
N 0.613307 -2.239179 3.722730 -0.65 0.32 0.89 -0.80
N -1.318898 -1.196703 4.526501 -0.06 -0.10 -0.78 -0.77
S -2.452340 0.126701 4.725121 -0.57 0.37 0.91 2.30
C -3.135115 0.348556 3.122653 0.23 -0.34 -0.20 -0.91
O -3.429628 -0.462618 5.585460 0.34 -0.21 -0.28 -0.90
O -1.694618 1.243675 5.167019 0.01 -0.12 -0.28 -0.87
H 1.772656 3.231981 3.935994 -0.10 0.07 -0.18 0.24
H 0.199671 2.399280 4.059640 -0.12 0.01 0.12 0.23
H 1.217345 2.679918 5.491291 -0.17 0.05 0.09 0.24
H 2.987448 1.407940 3.965303 0.49 -0.20 0.08 0.25
H 2.083010 -0.455996 2.718200 0.03 -0.16 0.08 0.20
H 1.537802 1.081176 2.142940 -0.10 0.08 -0.05 0.26
H -0.259778 -0.160614 2.123427 -0.30 0.07 0.06 0.45
H 0.208896 -3.043602 4.191244 0.02 -0.10 -0.02 0.39
H 1.496297 -2.045344 4.199196 0.28 0.12 -0.60 0.44
H -1.567079 -2.028693 5.045560 -0.05 -0.05 0.10 0.44
H -4.124396 -0.091868 3.163134 -0.21 0.16 0.02 0.28
H -3.136775 1.415678 2.935638 -0.10 0.11 -0.07 0.28
H -2.563072 -0.176755 2.353533 -0.02 0.26 0.19 0.29
C -0.643095 -1.182347 -2.994578 0.07 -0.12 0.09 -0.40
C -1.390525 -2.457824 -2.590162 0.00 -0.01 0.07 -0.42
C -1.225947 -2.625778 -1.071652 -0.02 -0.16 -0.24 -0.67
S -1.030529 -0.966643 -0.424847 -0.22 -0.18 -0.17 2.16
O 0.283894 -0.836190 0.178626 -0.03 0.13 0.21 -0.98
O -2.176005 -0.598846 0.387762 0.24 -0.01 0.03 -0.98
C -1.067162 -0.115263 -1.989725 0.06 0.08 -0.21 -0.67
H -0.886615 -0.880043 -4.010369 -0.04 0.01 -0.01 0.23
H 0.436625 -1.338592 -2.938958 0.01 0.04 -0.01 0.22
H -2.442177 -2.347299 -2.840273 -0.01 -0.02 0.00 0.26
H -1.014042 -3.332604 -3.116329 0.02 -0.01 0.01 0.24
H -2.095588 -3.077523 -0.600990 0.01 0.05 0.08 0.26
H -0.330064 -3.186026 -0.808903 0.05 0.10 0.06 0.25
H -0.404431 0.746237 -1.940892 -0.01 0.01 0.12 0.26
H -2.095684 0.205283 -2.155519 -0.03 -0.04 0.03 0.26
C 6.182526 0.184842 -0.045040 0.01 0.01 0.10 -0.41
C 5.673554 -0.582384 1.183214 -0.02 0.06 -0.01 -0.40
C 5.585592 0.418974 2.343249 0.02 -0.26 -0.11 -0.67
S 5.292701 2.030120 1.587818 -0.04 -0.34 -0.08 2.17
O 6.426936 2.870843 1.844736 -0.08 0.19 0.08 -0.92
O 3.948292 2.461669 1.903488 -0.03 0.09 0.10 -0.97
C 5.360774 1.468935 -0.110162 0.06 -0.15 -0.14 -0.67
H 6.078539 -0.397552 -0.958334 0.01 -0.01 -0.01 0.23
H 7.239125 0.426983 0.080150 0.01 0.02 -0.02 0.22
H 4.683571 -0.993047 0.970728 -0.01 0.02 -0.01 0.20
H 6.325545 -1.415713 1.437644 0.00 -0.01 0.01 0.23
H 4.768389 0.199104 3.025956 0.02 0.08 0.07 0.23
H 6.519867 0.487474 2.895971 0.01 0.09 0.00 0.26
H 5.807551 2.250037 -0.719964 -0.02 0.08 0.07 0.26
H 4.338338 1.275155 -0.433778 -0.02 0.03 0.02 0.23
C -4.252082 1.641909 -5.224883 0.05 -0.09 -0.05 -0.40
C -3.579187 1.219293 -6.539095 -0.03 -0.03 0.06 -0.40
C -3.299071 -0.286838 -6.446888 0.08 0.22 -0.10 -0.67
S -4.557871 -0.959732 -5.349626 -0.10 0.06 -0.06 2.17
O -3.916718 -1.468346 -4.153483 0.03 0.12 -0.07 -0.99
O -5.460522 -1.795489 -6.088108 -0.01 -0.13 0.05 -0.92
C -5.337044 0.602852 -4.957900 0.06 0.22 0.05 -0.67
H -4.670700 2.644227 -5.287344 0.00 0.02 0.00 0.24
H -3.520763 1.634554 -4.412612 -0.02 0.01 0.02 0.20
H -4.252718 1.418024 -7.373440 -0.02 -0.01 0.00 0.22
H -2.661500 1.775301 -6.721166 0.01 0.01 -0.02 0.23
H -3.378399 -0.793382 -7.404663 -0.02 -0.09 0.03 0.26
H -2.328776 -0.495306 -6.000678 -0.02 -0.05 0.06 0.23
H -5.687217 0.576037 -3.928994 -0.01 -0.10 0.00 0.26
H -6.180167 0.719893 -5.637148 -0.02 -0.04 -0.02 0.25



3.
54
Properties=species:S:1:pos:R:3:forces:R:3:nbo_charge:R:1 method="wB97M-V/def2-TZVPD" orbital_gap_ev="8.4725 / 6.0015" homo_energy_ev="-11.236 / -11.275" energy_ha=-3748.38698 e_lumo_ev="-2.764 / -5.274" total_charge=+1 multiplicity=6
Fe -0.379776 0.037418 -0.461533 0.15 -0.12 0.57 1.56
C -5.911000 -5.854177 2.588124 0.04 0.06 -0.03 -0.64
C -4.933927 -4.715531 2.502350 -0.04 -0.03 0.00 0.05
C -4.589301 -3.980336 3.634228 -0.01 -0.01 0.03 -0.21
C -3.713105 -2.910748 3.552846 -0.02 0.00 -0.05 -0.15
C -3.181713 -2.590440 2.312274 0.07 -0.02 -0.05 -0.42
C -3.488107 -3.314353 1.163367 0.01 0.00 0.09 -0.10
C -4.367631 -4.372231 1.270746 -0.01 -0.02 0.00 -0.23
S -2.085601 -1.243116 2.197649 0.13 -0.12 0.00 2.32
O -1.706930 -0.781766 3.496641 -0.08 -0.04 -0.01 -0.89
O -3.025969 -0.220921 1.464394 -0.21 0.16 0.19 -0.71
N -0.957525 -1.469741 1.157399 -0.12 0.16 -0.20 -1.05
C 0.062555 -2.408566 1.471534 -0.03 0.01 0.04 0.12
C 0.004870 -3.403056 2.412813 -0.14 0.03 0.08 -0.23
C 1.090254 -4.282629 2.610542 0.01 -0.02 -0.01 -0.18
C 2.237095 -4.157322 1.885768 0.00 -0.02 0.04 -0.18
C 2.339097 -3.128502 0.922800 0.05 0.04 -0.05 -0.10
C 3.510396 -2.887517 0.169464 0.01 -0.06 0.02 -0.09
C 3.548919 -1.859858 -0.726424 0.01 0.03 -0.04 -0.26
C 2.402483 -1.068427 -0.897365 -0.06 -0.05 0.00 0.11
N 1.293002 -1.273646 -0.215950 -0.08 0.29 -0.30 -0.59
C 1.244979 -2.271989 0.705657 0.15 -0.02 -0.07 0.22
H -6.113923 -6.131379 3.620428 0.01 0.00 -0.01 0.23
H -5.537086 -6.728915 2.056182 0.00 0.00 0.02 0.23
H -6.856245 -5.569330 2.121900 0.00 -0.01 0.01 0.24
H -5.010935 -4.250712 4.594138 0.00 0.01 -0.01 0.23
H -3.434610 -2.336622 4.426357 -0.02 -0.02 0.00 0.25
H -3.031365 -3.052922 0.217532 -0.03 -0.02 -0.01 0.23
H -4.620715 -4.951663 0.391263 0.01 0.02 0.00 0.23
H -0.875528 -3.523243 3.031472 0.06 -0.04 -0.01 0.22
H 1.000361 -5.061665 3.355546 -0.01 0.02 0.01 0.23
H 3.075758 -4.822945 2.043699 -0.01 0.01 0.00 0.23
H 4.374528 -3.522777 0.322412 -0.01 0.00 0.00 0.23
H 4.436458 -1.641132 -1.302105 -0.02 0.00 -0.01 0.24
H 2.397689 -0.247772 -1.605659 0.05 -0.02 0.01 0.23
C 0.064962 3.669845 -1.829395 0.03 -0.02 -0.02 -0.90
S 0.820076 2.073365 -1.726401 0.05 -0.05 0.07 2.38
O 2.057410 2.104355 -2.438527 0.00 -0.03 -0.09 -0.93
O -0.179877 1.082188 -2.264082 -0.05 -0.03 0.14 -1.07
O 0.918761 1.735749 -0.282849 0.05 0.09 -0.03 -1.04
H -0.548029 3.704469 -2.727407 0.05 0.03 -0.02 0.25
H 0.865338 4.402980 -1.890286 -0.03 0.01 0.04 0.27
H -0.529079 3.825327 -0.932347 -0.05 0.02 -0.05 0.24
I -4.248283 2.093717 3.747930 0.04 0.00 -0.12 0.31
C -3.747479 2.022743 1.755391 0.00 -0.05 0.20 -0.10
C -4.479231 2.646638 0.786120 0.05 0.04 -0.15 -0.25
C -4.058108 2.554702 -0.541628 -0.08 0.04 0.10 -0.18
C -2.832574 1.899763 -0.844373 0.03 0.14 -0.07 0.11
N -2.085189 1.316134 0.038139 0.02 -0.37 -0.09 -0.56
C -2.572043 1.181328 1.384220 0.01 -0.06 -0.11 0.12
H -5.362229 3.215789 1.043586 -0.01 -0.03 -0.01 0.25
H -4.641389 2.999516 -1.334342 0.07 0.00 -0.04 0.24
H -2.448215 1.895957 -1.859950 -0.07 -0.01 0.00 0.24
H -1.749025 1.301485 2.090362 0.02 0.07 0.02 0.24